A molecular structure, C57H49OP3SiV. Source: OMol25; level of theory: ωB97M-V with the def2-TZVPD basis set.

LUMO (alpha / beta) (eV): 0.715 / 0.363
Charge: 0
Orbital gap (alpha / beta) (eV): 7.29 / 6.34
HOMO level (alpha / beta) (eV): -6.57 / -5.97
Multiplicity: 2

Each line ends with the Mulliken charge.
Atoms and positions in Å:
V  -0.184  0.131  -0.461  1.624
P  2.259  0.203  0.072  2.065
P  -1.537  1.927  0.268  2.021
P  -0.864  -2.036  0.184  1.823
Si  -0.028  0.099  2.027  2.097
O  0.083  0.077  -2.237  0.103
C  0.717  5.299  0.124  -0.394
C  2.658  0.838  1.743  -0.718
C  -0.243  -3.235  -2.211  -0.937
C  4.138  1.804  3.370  -0.891
C  3.227  1.346  -0.982  0.450
C  -1.641  4.450  -1.076  -0.712
C  5.263  2.181  -1.975  -0.724
C  4.328  -3.033  -1.341  -0.841
C  -1.194  -0.120  -4.282  -1.480
C  1.846  1.347  3.938  -0.477
C  -0.127  -3.305  4.537  -0.819
C  -1.888  2.152  2.047  -0.629
C  0.207  4.044  0.408  -0.426
C  -0.643  -4.248  3.652  -0.962
C  -4.458  1.451  -2.518  -0.696
C  1.539  -5.096  -1.208  -0.683
C  -2.665  3.197  2.546  -0.281
C  -4.932  -2.057  0.294  -0.752
C  1.607  0.838  2.660  0.563
C  -0.613  -2.602  1.907  -0.335
C  0.365  -4.136  -3.067  -0.845
C  -2.975  -3.803  -0.617  -0.184
C  4.595  3.319  -2.408  -0.733
C  -0.976  3.608  -0.191  0.434
C  4.308  -3.208  1.053  -0.744
C  0.024  -3.259  -0.843  0.555
C  -2.487  2.241  4.740  -0.920
C  -4.390  1.719  0.245  -0.994
C  -0.145  -1.634  2.790  0.344
C  1.081  0.940  -4.250  -1.379
C  -3.594  -1.717  0.397  -0.405
C  -5.600  1.526  -0.409  -0.699
C  -2.601  -2.586  -0.054  0.122
C  0.178  -0.109  -3.618  0.495
C  -3.254  1.642  -1.865  -0.699
C  3.239  -1.333  -0.023  -0.041
C  -4.316  -4.142  -0.724  -0.811
C  -5.296  -3.273  -0.270  -0.712
C  3.919  1.315  2.094  -0.706
C  0.107  -2.008  4.110  -0.695
C  3.592  -1.864  -1.263  0.068
C  -1.340  1.185  2.889  -0.121
C  0.050  6.134  -0.765  -0.712
C  2.566  2.483  -1.438  -0.683
C  3.244  3.470  -2.136  -1.033
C  4.697  -3.704  -0.182  -0.708
C  3.097  1.824  4.292  -0.812
C  -1.679  1.232  4.243  -0.202
C  4.587  1.204  -1.260  -0.686
C  -3.204  1.788  -0.481  0.820
C  3.582  -2.029  1.134  -0.695
C  -2.963  3.241  3.895  -0.782
C  -5.638  1.394  -1.789  -0.713
C  1.256  -5.076  -2.564  -0.822
C  0.932  -4.189  -0.350  -0.727
C  -1.126  5.708  -1.362  -0.633
C  -0.895  -3.896  2.338  -0.139
H  5.115  2.182  3.645  0.391
H  -0.948  -2.510  -2.599  0.805
H  -2.221  -4.490  -0.979  0.426
H  -2.563  4.131  -1.544  0.413
H  3.291  -1.645  2.104  0.351
H  1.039  1.386  4.661  0.441
H  0.734  3.392  1.099  0.094
H  5.122  0.325  -0.924  0.435
H  0.448  7.115  -0.990  0.395
H  1.730  -5.786  -3.230  0.381
H  -1.109  -0.423  -5.327  0.465
H  -3.044  3.963  1.877  0.563
H  -1.306  -4.626  1.650  0.516
H  -1.869  -0.809  -3.771  0.258
H  -4.474  1.336  -3.595  0.440
H  -2.330  1.665  -2.427  0.236
H  -3.572  4.042  4.292  0.395
H  4.726  1.317  1.372  0.459
H  3.301  -1.350  -2.173  0.437
H  5.276  -4.616  -0.243  0.404
H  6.316  2.054  -2.190  0.451
H  2.711  4.349  -2.474  0.505
H  1.502  2.587  -1.254  0.448
H  1.178  -4.207  0.704  0.368
H  4.607  -3.426  -2.310  0.437
H  2.241  -5.817  -0.811  0.386
H  -1.651  6.356  -2.050  0.438
H  0.140  -4.109  -4.126  0.446
H  1.189  0.753  -5.320  0.460
H  -1.300  0.474  4.920  0.480
H  5.128  4.082  -2.961  0.396
H  -6.515  1.473  0.167  0.463
H  -6.582  1.238  -2.295  0.397
H  -1.632  0.879  -4.263  0.304
H  1.637  5.623  0.593  0.467
H  -6.341  -3.541  -0.358  0.395
H  0.079  -3.584  5.562  0.441
H  3.264  2.221  5.286  0.402
H  0.642  -1.095  -3.781  -0.081
H  0.657  1.938  -4.114  0.285
H  -3.312  -0.764  0.833  0.030
H  -2.738  2.264  5.793  0.415
H  2.070  0.925  -3.793  0.216
H  0.496  -1.280  4.813  0.409
H  -4.594  -5.091  -1.166  0.423
H  -0.845  -5.256  3.992  0.414
H  -5.690  -1.369  0.645  0.450
H  4.577  -3.734  1.960  0.424
H  -4.378  1.799  1.323  0.234